This record from the OMol25 dataset describes C23H18FN3O3 in the gas phase in a non-equilibrium geometry. The level of theory is ωB97M-V with the def2-TZVPD basis set.

As for the SMILES: O=C(CCc1nc(-c2ccccc2F)no1)Nc1ccc(Oc2ccccc2)cc1. Its spin multiplicity is 1. The calculation puts the molar mass at 403.41 g mol⁻¹. For the total energy, the calculation gives -1377.114401 a.u.

Geometry as XYZ:
```
48
C23H18FN3O3, DFT ωB97M-V with the def2-TZVPD basis set
F -1.272 1.667 -2.174
O 2.381 -0.461 1.345
O -4.238 1.178 1.451
O -3.830 -2.406 0.962
N -2.559 -1.745 -0.811
N -3.022 1.764 1.582
N -3.205 0.886 -0.452
C -0.251 -1.204 -1.103
C 3.571 -0.530 0.670
C -1.049 1.957 0.175
C 0.815 2.303 -1.333
C -1.289 -1.562 -0.247
C -4.290 0.658 0.221
C 1.113 2.603 1.029
C 5.730 0.453 0.293
C 4.486 0.495 0.893
C 3.921 -1.603 -0.143
C 5.167 -1.631 -0.742
C -4.954 -1.436 -0.921
C -3.734 -1.939 -0.151
C -5.450 -0.171 -0.192
C -0.508 1.973 -1.108
C -0.212 2.281 1.243
C -1.048 -1.624 1.122
C -2.421 1.567 0.435
C 0.994 -0.875 -0.608
C 0.194 -1.287 1.619
C 6.072 -0.605 -0.533
C 1.629 2.614 -0.258
C 1.220 -0.897 0.764
H 1.192 2.306 -2.343
H 3.222 -2.413 -0.293
H 0.381 -1.303 2.681
H -1.839 -1.916 1.793
H 6.434 1.253 0.469
H 1.747 2.841 1.868
H 1.779 -0.569 -1.282
H -5.993 -0.443 0.714
H -0.630 2.262 2.236
H -4.699 -1.198 -1.952
H 7.043 -0.633 -1.004
H 4.204 1.308 1.544
H -5.741 -2.190 -0.903
H -6.111 0.404 -0.842
H 5.434 -2.467 -1.372
H -0.430 -1.150 -2.167
H 2.667 2.857 -0.428
H -2.625 -1.372 -1.748
```

=====

This record from the OMol25 dataset describes a molecular structure, C23H18IrN7S2 in a non-equilibrium geometry. The level of theory is ωB97M-V with the def2-TZVPD basis set.

Its expectation value of S² is 0.77. Its spin multiplicity is 2. The calculation puts the molar mass at 648.80 g mol⁻¹. As for the net charge: +3. For the total energy, the calculation gives -2170.328795 a.u.

Geometry as XYZ:
```
51
C23H18IrN7S2, DFT ωB97M-V with the def2-TZVPD basis set
Ir -0.538 -1.822 -0.473
S 1.479 -5.460 -2.428
S -2.303 -2.985 0.292
N 0.534 -3.417 -1.280
N 0.098 -0.311 -1.719
N -1.572 -0.262 0.236
N 1.317 -1.507 0.265
N 3.417 -2.095 0.522
N -2.463 -0.378 1.190
N -3.720 -1.912 2.295
C 0.200 -4.420 -2.060
C 1.889 -0.599 1.156
C -0.086 2.017 -2.191
C -1.348 0.966 -0.292
C -2.863 -1.687 1.346
C 0.747 1.864 -3.296
C 1.877 -3.464 -0.948
C 1.364 0.486 1.857
C 2.228 1.171 2.686
C -0.386 0.921 -1.402
C 4.101 -0.279 2.147
C -1.383 3.344 0.363
C 0.882 -0.462 -2.781
C -2.081 4.433 0.795
C 1.234 0.609 -3.595
C -3.463 4.360 0.937
C 2.259 -2.382 -0.074
C -2.069 2.122 0.119
C -4.160 3.183 0.668
C -3.469 2.068 0.266
C 3.576 0.799 2.825
C 3.227 -0.969 1.314
C 2.544 -4.510 -1.495
H -4.092 -2.840 2.463
H -0.522 2.979 -1.963
H -0.802 -4.576 -2.432
H 0.989 2.715 -3.918
H 5.134 -0.575 2.265
H -3.995 1.177 -0.047
H 1.858 2.010 3.259
H -5.237 3.159 0.758
H 3.585 -4.778 -1.394
H 0.323 0.764 1.796
H -1.573 5.355 1.043
H -0.305 3.386 0.269
H 4.271 -2.630 0.453
H 1.873 0.438 -4.450
H 4.212 1.366 3.490
H -4.022 -1.159 2.905
H 1.236 -1.462 -2.990
H -4.002 5.247 1.247
```

=====

This record from the OMol25 dataset describes a molecular structure, C23H18MnN6O7 in a non-equilibrium geometry. The level of theory is ωB97M-V with the def2-TZVPD basis set.

Its expectation value of S² is 8.75. Its spin multiplicity is 6. The calculation puts the molar mass at 545.37 g mol⁻¹. As for the net charge: -2. For the total energy, the calculation gives -2893.649315 a.u.

Geometry as XYZ:
```
55
C23H18MnN6O7, DFT ωB97M-V with the def2-TZVPD basis set
Mn -0.503 -0.370 -0.012
O 4.515 -0.248 -1.830
O -1.949 -1.770 0.559
O 5.613 -2.392 -0.070
O -2.203 1.110 0.007
O 3.298 -4.131 0.563
O 1.676 0.063 -0.848
O 0.878 -2.307 0.236
N -0.727 -0.274 -2.227
N 0.660 -0.149 -4.266
N 0.040 -0.527 2.309
N 0.321 1.604 0.834
N 2.542 -0.001 -5.539
N 2.703 0.506 -3.283
C -1.036 3.161 -0.384
C 1.952 0.096 -4.301
C 0.159 2.750 0.308
C -3.852 -3.864 2.776
C -0.790 -0.954 3.168
C 3.889 -0.982 -1.045
C -1.865 -1.904 2.954
C -3.323 4.080 -1.699
C 2.069 -2.115 -0.034
C -3.321 -3.330 1.631
C -2.170 2.275 -0.488
C -3.309 2.812 -1.179
C -2.206 4.928 -1.581
C -3.451 -3.407 4.042
C 2.499 -0.894 -0.660
C -2.329 -2.294 1.649
C -1.093 4.451 -0.927
C 3.257 -2.981 0.162
C 4.437 -2.152 -0.291
C -2.467 -2.444 4.097
C -0.023 -0.190 -3.146
C 1.079 0.381 2.770
C 1.490 1.339 1.642
H -4.208 4.434 -2.219
H 0.735 0.949 3.646
H -2.223 5.928 -1.997
H -2.115 -2.097 5.067
H -3.895 -3.804 4.946
H -4.590 -4.659 2.704
H 2.293 0.403 -2.337
H 3.519 -0.244 -5.551
H -0.219 5.090 -0.814
H -4.168 2.158 -1.273
H 0.959 3.503 0.387
H -3.634 -3.675 0.652
H -0.695 -0.606 4.210
H 2.249 0.868 1.025
H 1.955 -0.201 3.070
H 1.911 2.257 2.072
H 3.694 0.297 -3.267
H 1.971 -0.475 -6.217
```

=====

This record from the OMol25 dataset describes a molecular structure, C23H19As2Cl5MnN2O7. The level of theory is ωB97M-V with the def2-TZVPD basis set.

Its expectation value of S² is 6.06. Its spin multiplicity is 5. The calculation puts the molar mass at 817.46 g mol⁻¹. As for the net charge: +1. For the total energy, the calculation gives -9447.204299 a.u.

Geometry as XYZ:
```
59
C23H19As2Cl5MnN2O7, DFT ωB97M-V with the def2-TZVPD basis set
As 0.186 -1.136 -1.890
As 2.535 -0.823 0.489
Mn 0.031 -0.570 0.621
Cl -1.887 -4.662 0.496
Cl -2.851 -6.137 3.087
Cl 0.526 -0.940 3.473
Cl -0.422 -2.370 6.087
Cl -2.117 -4.989 5.891
O -0.338 -2.298 1.008
O -0.030 1.291 0.138
O -5.571 5.381 1.697
O -1.603 0.451 1.382
O -1.114 5.209 -2.562
O -2.635 6.599 -1.919
O -5.181 3.590 2.840
N -4.950 4.372 1.943
N -1.997 5.578 -1.815
C -1.597 -4.190 4.468
C 3.480 0.466 -3.958
C -3.067 2.918 1.311
C -2.368 4.659 -0.715
C 1.940 -0.430 -2.331
C 4.455 0.578 -2.980
C -0.842 -3.023 4.560
C -0.994 -0.331 -3.199
C -0.426 -2.388 3.397
C 3.940 -0.025 1.548
C 2.982 -2.710 0.588
C -3.461 4.965 0.072
C -0.744 -2.884 2.136
C -1.185 1.427 0.706
C -3.782 4.075 1.079
C 4.178 0.191 -1.677
C -1.603 3.529 -0.516
C 2.927 -0.315 -1.342
C 0.293 -2.968 -2.509
C -1.967 2.657 0.502
C -1.923 -4.704 3.211
C -1.501 -4.054 2.057
C 2.229 -0.036 -3.633
H -3.364 2.243 2.101
H 0.981 -3.535 -1.887
H 1.475 -0.114 -4.406
H 3.840 -2.916 -0.048
H 3.970 1.052 1.402
H 3.738 -0.244 2.594
H -0.743 3.340 -1.141
H 3.226 -2.947 1.623
H -0.882 0.752 -3.191
H 2.127 -3.310 0.286
H 0.646 -2.962 -3.538
H 5.432 0.972 -3.227
H -0.694 -3.424 -2.451
H 4.949 0.292 -0.924
H -2.019 -0.591 -2.943
H 3.691 0.771 -4.974
H -0.766 -0.718 -4.190
H 4.889 -0.473 1.263
H -4.042 5.860 -0.092
```

=====

This record from the OMol25 dataset describes a molecular structure, C23H19BBrF2N3O2SY. The level of theory is ωB97M-V with the def2-TZVPD basis set.

Its spin multiplicity is 1. The calculation puts the molar mass at 619.11 g mol⁻¹. As for the net charge: +1. For the total energy, the calculation gives -4437.647981 a.u.

Geometry as XYZ:
```
53
C23H19BBrF2N3O2SY, DFT ωB97M-V with the def2-TZVPD basis set
Y -2.080 1.563 0.525
Br 1.995 -7.279 0.469
S -1.064 4.709 0.363
F -4.129 0.999 3.301
F -4.897 -0.372 1.709
O -0.254 0.590 0.686
O -2.078 3.697 -0.210
N -1.684 0.551 -1.602
N 1.826 -1.944 -3.843
N 2.288 -3.086 -3.919
C 3.299 -5.628 -1.442
C 1.290 -1.409 -2.621
C -0.474 3.824 1.780
C 0.275 -0.054 -0.361
C 1.496 -0.680 -0.326
C 0.871 3.510 1.859
C 2.190 -4.019 -2.831
C -1.396 3.263 2.675
C -0.955 2.347 3.613
C -1.942 -0.070 -3.897
C -0.731 -0.709 -3.897
C -2.080 5.983 1.081
C 0.862 1.015 4.726
C 2.000 -1.357 -1.453
C 0.905 -5.346 -1.302
C 3.351 -4.671 -2.443
C -2.384 0.544 -2.722
C 0.405 2.015 3.707
C 1.302 2.622 2.838
C 0.042 -0.742 -2.717
C 2.076 -5.956 -0.878
C -0.468 -0.085 -1.579
C 0.963 -4.367 -2.281
B -4.003 0.567 2.025
H -3.343 1.052 -2.704
H 2.068 -0.655 0.592
H -2.451 3.527 2.646
H -0.043 -5.638 -0.872
H -0.349 -1.188 -4.789
H -2.827 5.556 1.746
H -2.561 6.498 0.251
H 4.288 -4.426 -2.924
H -1.421 6.668 1.614
H 0.326 0.074 4.600
H 2.965 -1.840 -1.388
H 0.657 1.374 5.735
H 1.575 3.934 1.154
H -2.558 -0.027 -4.783
H 4.199 -6.131 -1.117
H -1.674 1.893 4.285
H 2.353 2.374 2.899
H 0.053 -3.891 -2.622
H 1.929 0.819 4.642
```

=====

This record from the OMol25 dataset describes C23H19BrN2O4 in the gas phase. The level of theory is ωB97M-V with the def2-TZVPD basis set.

As for the SMILES: O=C(CNC(=O)OCc1ccccc1)Nc1ccc(Br)cc1C(=O)c1ccccc1. Its spin multiplicity is 1. The calculation puts the molar mass at 467.32 g mol⁻¹. For the total energy, the calculation gives -3872.412680 a.u.

Geometry as XYZ:
```
49
C23H19BrN2O4, DFT ωB97M-V with the def2-TZVPD basis set
Br -2.053 -3.178 -3.630
O 0.304 2.348 1.262
O 0.089 -1.651 2.210
O -2.990 1.999 1.030
O 1.919 1.611 2.674
N -1.653 0.179 1.399
N -0.264 1.559 3.266
C 2.368 6.826 0.984
C 2.774 4.486 1.323
C 0.941 5.200 -0.051
C -2.759 -1.006 -1.910
C -2.673 -0.242 -0.765
C 0.764 1.837 2.422
C 3.205 -4.185 0.939
C 1.429 -2.612 0.534
C 3.183 -2.893 -1.085
C 0.207 -1.938 1.026
C 3.773 -3.856 -0.282
C 1.690 4.175 0.512
C -1.909 -2.091 -2.072
C 1.281 6.521 0.182
C -2.173 1.402 1.689
C -1.630 1.956 3.013
C 2.046 -3.556 1.353
C 3.111 5.808 1.556
C 2.014 -2.273 -0.685
C -0.839 -1.619 0.029
C 1.289 2.739 0.300
C -1.740 -0.547 0.229
C -0.956 -2.396 -1.124
H -3.491 -0.771 -2.667
H 3.956 6.043 2.186
H 0.696 7.313 -0.262
H -2.260 1.585 3.823
H 2.633 7.858 1.165
H -0.311 -3.251 -1.263
H 4.680 -4.344 -0.604
H 3.669 -4.927 1.570
H 0.806 2.602 -0.671
H -1.728 3.047 2.966
H 0.089 4.959 -0.670
H -0.004 1.200 4.169
H 2.156 2.076 0.393
H 1.595 -3.793 2.304
H -3.333 0.596 -0.618
H 1.569 -1.507 -1.303
H 3.637 -2.624 -2.028
H -0.991 -0.216 2.073
H 3.343 3.689 1.778
```